C3H3F4NO3S2 | the ωB97M-V functional and the def2-TZVPD basis

Last column: Mulliken charge in e.
Positions of all 16 atoms, in Å:
C -3.72 -0.15 0.60  -0.793
C 3.30 -0.33 0.38  0.543
C 3.23 -0.87 -0.83  0.351
N -1.49 0.44 -1.02  -0.232
O -1.33 -1.28 1.00  -0.543
O 0.82 0.89 -0.09  -0.258
O -1.36 1.26 1.00  -0.285
F 3.40 0.97 0.59  -0.219
F 3.23 -0.91 1.54  -0.220
F 3.23 -0.17 -1.98  -0.213
F 2.94 -2.18 -1.01  -0.219
S -2.08 -0.13 0.47  0.766
S -0.37 1.55 -0.31  0.403
H -3.98 -0.06 1.61  0.313
H -4.00 0.60 -0.01  0.346
H -1.82 0.36 -1.95  0.258

The total energy is -43326.216 eV. The calculation puts the LUMO energy at -0.16 eV. The spin multiplicity is 1. As for the frontier orbital gap: 9.31 eV.